(1)
{
  "formula": "C5H6N4",
  "method": "the ωB97M-V functional and the def2-TZVPD basis",
  "species": ["C", "C", "C", "C", "C", "H", "H", "H", "H", "H", "H", "N", "N", "N", "N"],
  "coordinates": [[-0.92012, -0.17640, 1.92616], [-0.09283, 1.06215, 0.04401], [-0.28224, 2.40526, -0.63025], [0.47058, -0.55322, -1.92703], [0.71207, -1.22567, -0.56398], [1.11873, 0.19757, 2.63523], [-2.00421, -0.83145, 1.91248], [-0.79059, -0.97771, -2.29889], [1.23219, -0.33014, -2.82121], [1.67045, -1.69952, 0.13294], [-0.12086, -1.96998, -0.44460], [0.14807, -0.56524, 2.47000], [-0.74205, 1.00236, 1.21616], [-1.01320, 3.47200, -0.95912], [0.61401, 0.18998, -0.69189]],
  "forces_ev_per_a": [[0.81, -0.72, -1.03], [-3.32, 2.08, 2.38], [-7.41, 9.19, -2.00], [-1.19, -1.08, -2.15], [2.11, -2.70, 1.12], [-4.25, -2.59, -1.47], [3.28, 2.05, 0.03], [4.05, 1.92, 0.96], [-1.84, -0.59, 2.32], [-2.26, 1.63, -2.78], [0.25, 1.47, 0.73], [2.89, -0.04, 3.17], [-0.19, 1.24, -4.37], [7.48, -10.19, 2.85], [-0.40, -1.68, 0.26]],
  "mulliken_charge": [0.13, 0.74, -0.04, -0.26, -0.54, 0.32, 0.25, 0.20, 0.24, 0.23, 0.23, -0.55, -0.52, -0.38, -0.05],
  "e_lumo_ha": -0.01873,
  "relative_energy_kcal_mol": 176.91,
  "e_tot_ev": -11233.996,
  "homo_ha": -0.338,
  "mol_weight_g_mol": 122.13
}

(2)
{
  "formula": "C25H30GaN7O3",
  "method": "the ωB97M-V functional and the def2-TZVPD basis",
  "species": ["Ga", "C", "N", "C", "C", "N", "C", "C", "C", "C", "C", "C", "N", "C", "N", "C", "C", "C", "C", "C", "C", "N", "H", "H", "H", "H", "H", "H", "H", "H", "H", "H", "H", "H", "H", "H", "H", "C", "N", "C", "C", "C", "O", "N", "C", "O", "H", "H", "H", "H", "H", "C", "C", "O", "C", "C", "H", "H", "H", "H", "H", "H", "H", "H", "H", "H"],
  "coordinates": [[8.16900, 3.33274, 15.02005], [8.05800, 5.52448, 17.21565], [7.45605, 4.18582, 17.04719], [7.67100, 3.20190, 18.14410], [8.51525, 2.06996, 17.67767], [9.06696, 1.98263, 16.46524], [9.79049, 0.79279, 16.40562], [10.53104, 0.23937, 15.37154], [11.01729, -1.05985, 15.59527], [10.80317, -1.74130, 16.81963], [10.12491, -1.13889, 17.89205], [9.61626, 0.12168, 17.64311], [8.84270, 0.97411, 18.43141], [9.25734, 5.66855, 16.32367], [9.57749, 4.80676, 15.34277], [10.85077, 5.14906, 14.89420], [11.64610, 4.60140, 13.90306], [12.83629, 5.27375, 13.63922], [13.27755, 6.36733, 14.40369], [12.48319, 6.93595, 15.42239], [11.27687, 6.28255, 15.64027], [10.23477, 6.60455, 16.48965], [8.40595, 5.72651, 18.25469], [7.31990, 6.30752, 16.91753], [6.45085, 4.28254, 16.89351], [6.68968, 2.73571, 18.40366], [8.09508, 3.63942, 19.06070], [10.73078, 0.76359, 14.42429], [11.59112, -1.57612, 14.83034], [11.23016, -2.73739, 16.91256], [9.96770, -1.67183, 18.84295], [8.53976, 0.78804, 19.38292], [11.29935, 3.74036, 13.32432], [13.51113, 4.92222, 12.84925], [14.28508, 6.75163, 14.19287], [12.81197, 7.78450, 16.02335], [10.19368, 7.38223, 17.13999], [9.45307, 0.58637, 10.10350], [8.72928, 0.80638, 11.37835], [7.61217, 0.04867, 11.68949], [6.85928, 0.31135, 12.79481], [7.29900, 1.39671, 13.62422], [6.71545, 1.78563, 14.72541], [8.38515, 2.13106, 13.28925], [9.17502, 1.90631, 12.16809], [10.18327, 2.54125, 11.90404], [9.33808, -0.41825, 9.73064], [10.51846, 0.78997, 10.29454], [9.09727, 1.28486, 9.35393], [7.40475, -0.72964, 10.93837], [5.96832, -0.28569, 13.01916], [4.37157, 5.38023, 14.82345], [5.18863, 4.40651, 13.96424], [6.62355, 4.65898, 14.04575], [7.02777, 5.78946, 13.22911], [7.88030, 5.31118, 12.05330], [3.59427, 4.79963, 15.31659], [3.89449, 6.13406, 14.19287], [4.98137, 5.91297, 15.56359], [4.87718, 4.44504, 12.92629], [5.05982, 3.39445, 14.34443], [7.56512, 6.51446, 13.84948], [6.11716, 6.28196, 12.83577], [8.91302, 5.10241, 12.33377], [7.88742, 6.07170, 11.27824], [7.48023, 4.37547, 11.65158]],
  "forces_ev_per_a": [[0.27, -1.22, -0.08], [-0.06, 0.76, -0.20], [-0.30, -0.26, -0.40], [-0.92, -0.54, -0.01], [1.62, -1.43, -0.63], [-0.97, 1.26, 0.42], [-0.48, -0.23, 0.66], [0.39, -0.91, -0.32], [-0.25, 0.42, 0.42], [-0.01, 0.68, 0.02], [0.32, -0.95, -0.34], [0.05, 0.52, -0.52], [-0.39, 0.80, -0.45], [1.18, -0.12, -0.62], [-1.40, 0.13, 1.07], [0.37, 0.92, 0.48], [0.06, 0.14, -0.54], [0.37, -0.42, 0.06], [-0.19, 0.48, 0.54], [0.71, -0.78, -0.74], [0.05, 0.00, -0.88], [-1.18, -1.08, 0.26], [-0.53, -0.23, -0.57], [0.37, -0.58, 0.43], [0.31, 0.10, 0.18], [0.54, 0.62, -0.01], [-0.17, 0.10, -0.38], [-0.20, -0.25, 0.57], [-0.11, 0.21, 0.06], [-0.21, 0.20, 0.15], [0.14, 0.37, -0.56], [0.10, 0.08, -0.34], [0.25, 0.34, 0.11], [-0.43, 0.02, 0.35], [-0.64, 0.03, 0.15], [-0.10, -0.24, -0.24], [0.11, -0.26, -0.13], [0.67, 0.61, 0.56], [-0.25, 0.01, -0.01], [0.88, 0.95, -0.30], [-0.09, -0.23, 0.03], [-0.64, 0.02, 0.47], [1.24, 0.52, -0.92], [-0.03, 0.60, 0.79], [-0.07, -0.75, 0.04], [-0.97, -0.43, 0.14], [-0.20, -0.35, 0.19], [-0.48, -0.14, -0.19], [-0.04, 0.13, -0.08], [-0.07, 0.37, 0.66], [0.52, 0.42, 0.05], [0.09, 0.01, -0.55], [0.08, -0.24, 0.97], [0.41, -0.01, 0.38], [0.06, 0.15, -0.83], [-0.06, -0.14, 0.39], [-0.09, 0.25, 0.15], [0.00, 0.01, 0.23], [-0.07, -0.24, -0.05], [0.13, -0.08, -0.20], [0.11, 0.00, -0.21], [-0.10, -0.15, 0.01], [0.40, -0.27, 0.41], [0.06, 0.06, 0.11], [0.04, 0.02, -0.12], [-0.15, 0.24, -0.09]],
  "mulliken_charge": [0.84, -0.92, -0.20, -0.96, 0.31, 0.28, 0.48, -0.45, -0.76, -0.55, -1.04, 0.50, -0.12, 0.27, 0.30, 0.31, -0.33, -0.82, -0.49, -1.07, 0.65, -0.05, 0.44, 0.37, 0.21, 0.48, 0.45, 0.44, 0.44, 0.40, 0.41, 0.26, 0.41, 0.44, 0.39, 0.43, 0.26, -1.02, 0.11, -0.04, -1.06, 0.84, -0.82, 0.23, 0.19, -0.69, 0.38, 0.32, 0.34, 0.41, 0.52, -1.13, -0.57, -0.16, -0.55, -1.04, 0.38, 0.37, 0.22, 0.57, 0.34, 0.26, 0.60, 0.19, 0.51, 0.22],
  "e_lumo_ha": -0.18502,
  "e_tot_ev": -95351.864,
  "total_charge": 2,
  "homo_ha": -0.517,
  "mol_weight_g_mol": 546.28
}

What gap between HOMO and LUMO values result from the calculations? In sequence: 0.3192 0.3321 Eh.